46
Properties=species:S:1:pos:R:3:forces:R:3 method="wB97M-V/def2-TZVPD" smiles="CCOC(=O)[C@@](CCC(=O)O)(CCC(C)C)c1csc(N)n1" fmax_ev_per_a=1.1 homo_lumo_gap_ev=8.821 lumo_energy_ev=0.417 charge=0
C 4.1142 -0.1296 0.9683 -0.40 0.16 -0.18
C 3.2903 0.6128 -0.0657 0.55 0.08 -0.22
H 3.4666 0.2237 -1.0745 -0.05 0.10 0.15
H 3.5197 1.6840 -0.0699 -0.06 -0.14 -0.05
O 1.9060 0.4425 0.2593 0.01 -0.25 0.28
C 1.0243 0.9250 -0.6008 -0.29 0.06 -0.32
O 1.3459 1.4746 -1.6328 0.16 -0.01 0.00
C -0.4134 0.7767 -0.1248 -0.17 0.05 0.09
C -0.5948 1.9734 0.7935 0.39 0.13 0.66
C 0.1608 2.2434 1.8891 -0.13 0.09 0.03
S -0.3722 3.6958 2.6646 -0.38 -0.12 -0.60
C -1.6022 3.8308 1.4038 0.82 -0.14 0.76
N -1.5810 2.8796 0.5389 -0.59 0.15 -0.43
N -2.4313 4.8953 1.3575 -0.33 0.46 0.00
H -2.5539 5.4464 2.1888 -0.09 -0.02 -0.09
H -3.2086 4.8296 0.7216 -0.01 0.01 0.04
H 0.9869 1.6965 2.2928 0.17 -0.19 0.05
C -1.3898 0.9257 -1.3050 0.30 0.02 -0.03
H -2.3968 0.7530 -0.9274 0.00 0.08 0.02
H -1.3538 1.9713 -1.6181 -0.10 -0.16 0.05
C -1.1252 0.0214 -2.5209 -0.07 0.08 -0.15
C -1.1500 0.8339 -3.8114 -0.15 -0.60 0.39
O -1.9401 0.6407 -4.6938 -0.04 0.11 -0.15
O -0.2226 1.7838 -3.8929 0.40 0.43 -0.15
H 0.3748 1.7893 -3.1118 -0.27 -0.14 -0.10
H -1.8788 -0.7605 -2.6055 0.11 0.04 -0.07
H -0.1438 -0.4502 -2.4570 -0.02 -0.08 -0.03
C -0.6296 -0.5008 0.7090 0.16 -0.15 -0.24
C -0.3265 -1.8107 -0.0166 0.05 0.03 0.44
H 0.6299 -1.7195 -0.5361 0.02 -0.03 -0.13
H -1.0972 -2.0179 -0.7586 -0.01 -0.06 -0.14
C -0.2335 -3.0064 0.9395 -0.12 -0.11 -0.29
C 0.2418 -4.2403 0.1740 0.03 0.21 0.22
H -0.4704 -4.4988 -0.6066 -0.09 -0.06 -0.12
H 1.2084 -4.0590 -0.2911 0.11 -0.02 -0.09
H 0.3395 -5.0916 0.8435 0.01 -0.14 0.03
C -1.5723 -3.2965 1.6133 0.30 0.12 0.05
H -1.8832 -2.4683 2.2443 -0.12 0.07 0.09
H -2.3422 -3.4714 0.8648 -0.14 -0.03 -0.10
H -1.4947 -4.1844 2.2367 -0.05 -0.09 0.08
H 0.5053 -2.7736 1.7153 0.01 0.04 -0.02
H 0.0097 -0.4400 1.5915 -0.08 0.00 0.05
H -1.6669 -0.4952 1.0469 -0.01 0.09 0.08
H 3.9268 0.2738 1.9597 0.04 0.02 0.13
H 3.8542 -1.1847 0.9677 0.03 -0.12 0.02
H 5.1698 -0.0235 0.7371 0.11 0.00 -0.01



67
Properties=species:S:1:pos:R:3:forces:R:3 method="wB97M-V/def2-TZVPD" fmax_ev_per_a=10.5 homo_lumo_gap_ev=7.089 lumo_energy_ev=0.194 charge=0
C 0.5664 0.0526 -0.0979 -0.02 0.05 -0.79
C 0.0150 -0.8038 -1.3243 -0.37 -0.47 0.87
C -1.4311 -0.3499 -1.8298 1.07 -1.08 -0.86
O -1.6635 1.0679 -1.7574 -0.48 -0.96 0.80
C -2.6684 1.4177 -0.7816 -0.51 1.50 -0.15
B -4.1966 1.1612 -1.3071 0.59 0.16 -0.69
O -5.1863 2.1510 -1.0017 -0.05 -2.65 1.62
B -6.1780 1.4110 -0.2506 -0.18 0.17 -2.91
O -6.8074 0.3368 -0.9837 2.85 0.27 1.68
B -5.7017 -0.5586 -1.2880 -0.69 -0.14 -1.25
C -5.8117 -2.0860 -0.7851 -0.20 0.52 0.22
O -4.5643 -0.0450 -2.0217 -1.27 0.96 2.89
H -0.2584 0.2248 0.6651 1.03 -0.28 -0.89
H 1.4615 -0.4632 0.3784 -1.19 0.70 -0.61
H 0.8824 1.0581 -0.5058 -0.28 -1.00 0.69
H 0.7477 -0.8683 -2.1881 -0.75 0.31 1.16
H -0.1209 -1.8667 -0.9227 0.22 1.23 -0.76
H -2.1879 -0.9869 -1.2862 0.48 1.10 -0.46
H -1.4840 -0.6272 -2.9383 -0.13 0.25 1.40
H -2.5992 2.5533 -0.6515 0.08 -1.41 -0.18
H -2.4894 0.9901 0.2517 -0.15 0.26 -1.33
H -6.3952 1.6494 0.8848 -0.28 0.14 0.04
H -6.0729 -2.7926 -1.6347 0.53 0.71 1.10
H -6.6376 -2.1208 -0.0070 0.90 -0.14 -0.99
H -4.8383 -2.3441 -0.2725 -0.98 -0.08 -0.78
C -3.2086 1.0746 -4.9312 0.50 0.09 -0.50
C -2.1936 1.2111 -6.0126 0.12 0.03 -0.12
N -1.4051 1.3170 -6.8522 -0.76 -0.12 0.82
H -4.0175 1.7887 -5.0895 0.07 -0.04 -0.05
H -3.6200 0.0650 -4.9334 0.06 0.07 -0.01
H -2.7458 1.2686 -3.9615 0.07 -0.03 -0.07
C -5.6526 -1.2168 3.3152 0.49 0.25 -0.43
C -4.6253 -0.6715 2.3864 0.10 0.05 -0.12
N -3.8264 -0.2475 1.6641 -1.01 -0.54 0.82
H -6.5811 -1.3998 2.7735 0.10 0.04 -0.02
H -5.3006 -2.1541 3.7471 0.03 0.08 -0.07
H -5.8423 -0.5033 4.1175 0.05 -0.01 -0.09
C 4.8979 0.9837 1.1605 -0.16 -0.37 -1.09
C 4.4059 -0.1733 0.3515 -0.52 -1.30 -0.68
N 4.0089 -1.0839 -0.3073 -0.95 2.34 10.23
H 5.7068 0.6610 1.8153 -0.10 -0.13 -0.11
H 5.2660 1.7740 0.5002 -0.03 0.07 0.16
H 4.0851 1.3814 1.7688 0.03 -0.03 -0.10
C 7.2358 4.0906 3.0651 -0.69 -0.03 -0.23
C 5.8097 4.0929 2.6363 -1.13 0.08 -0.30
N 4.6928 4.1056 2.3061 2.03 -0.02 0.61
H 7.3003 3.8929 4.1353 -0.06 0.00 -0.08
H 7.7832 3.3169 2.5260 -0.08 0.04 0.02
H 7.6875 5.0601 2.8538 -0.08 -0.06 -0.01
C 5.4239 -3.8055 2.4483 0.32 0.61 -0.09
C 6.1168 -2.4941 2.3311 0.02 0.12 -0.03
N 6.6507 -1.4738 2.2401 -0.34 -1.02 0.20
H 6.1498 -4.5901 2.6637 -0.01 0.10 -0.01
H 4.6911 -3.7662 3.2546 0.06 0.06 -0.06
H 4.9132 -4.0379 1.5134 0.04 0.13 0.04
C 4.1864 -0.9121 -4.6488 -0.13 0.00 0.74
C 4.1976 -1.1086 -3.1700 -0.20 0.10 0.56
N 4.2065 -1.2570 -2.0089 1.91 -0.66 -9.97
H 3.2390 -1.2594 -5.0628 0.06 0.03 0.05
H 4.3110 0.1458 -4.8833 -0.02 -0.07 0.04
H 5.0016 -1.4762 -5.1022 -0.04 0.02 0.09
C -1.0568 0.3058 3.6451 0.30 -0.60 0.29
C -0.5578 -0.9727 4.2234 0.07 -0.15 0.05
N -0.1704 -1.9655 4.6727 -0.41 0.96 -0.43
H -0.2770 1.0663 3.6970 -0.02 -0.10 0.02
H -1.3394 0.1560 2.6036 0.00 -0.04 0.11
H -1.9274 0.6504 4.2036 0.06 -0.06 -0.02



53
Properties=species:S:1:pos:R:3:forces:R:3 method="wB97M-V/def2-TZVPD" fmax_ev_per_a=5.3 homo_lumo_gap_ev=3.773 lumo_energy_ev=-4.372 charge=+1
C -3.9797 1.1104 1.2624 -0.90 0.10 -0.60
C -2.7679 0.5294 1.8237 0.87 -0.17 0.98
C -2.6199 -0.7109 2.4607 -0.52 1.08 0.00
C -1.2964 -0.8323 2.7437 0.48 -0.38 0.02
C -0.5068 0.4301 2.5694 -2.54 -1.34 -1.26
B -0.4811 -0.4920 -2.0290 -0.87 1.60 5.02
N -1.0680 -0.8983 -3.2547 -0.93 -0.50 -1.32
C -2.3021 -1.5144 -2.5214 -1.18 -0.85 -0.62
C -1.4519 0.2976 -4.0096 -0.32 0.21 -0.47
C -1.9038 1.1557 -2.8302 -0.93 2.31 2.37
O -2.7015 2.0409 -2.6673 2.10 -2.46 -0.96
O -1.1098 0.6749 -1.6527 0.29 0.46 -1.48
C -0.0029 -1.7876 -3.6850 0.77 -0.32 -1.01
C 0.2342 -2.5798 -2.4488 0.46 -2.91 2.99
O 0.5028 -3.7293 -2.2093 -0.63 3.22 -0.99
O 0.0065 -1.6021 -1.3587 1.53 0.34 -1.83
O -1.6262 1.1883 1.7095 -0.13 0.09 1.81
H -4.7549 0.3308 1.2607 0.12 0.35 -0.18
H -4.3650 1.9494 1.8730 0.37 -0.27 -0.30
H -3.7906 1.4728 0.2388 -0.19 0.02 0.32
H -3.3855 -1.4300 2.7564 0.21 0.26 -0.61
H -0.9235 -1.8056 2.9913 -0.14 0.37 0.35
H -2.8278 -2.1007 -3.2876 -0.07 0.09 0.56
H -2.0077 -2.0726 -1.6053 -0.14 -0.06 -1.22
H -2.9050 -0.6976 -2.0832 0.13 -0.39 -0.89
H -0.5670 0.7763 -4.4587 -0.19 -0.23 0.11
H -2.1801 0.0577 -4.8103 0.17 0.43 0.72
H -0.2277 -2.2292 -4.6243 0.01 -1.09 -0.51
H 0.9495 -1.2259 -3.7637 -0.46 0.17 -0.43
F 4.9017 -1.8773 3.1972 -0.90 -0.09 -0.86
C 3.6886 -1.7899 2.5299 1.41 0.78 0.40
C 2.5341 -2.0044 3.2740 0.96 -0.61 -1.14
C 1.3637 -1.7225 2.6330 -0.11 -0.38 0.94
C 1.2725 -0.9579 1.4473 1.29 -0.77 0.64
C 0.4281 0.1882 1.5023 0.64 -1.50 -3.91
C 0.8980 1.3100 0.6390 0.50 1.03 -0.01
C 0.9292 2.3949 1.5104 0.29 0.44 0.77
C 1.8104 3.4458 1.4572 -0.59 0.12 -0.79
C 2.4618 3.6044 0.2392 0.65 0.70 0.33
F 3.3681 4.6381 0.1938 -0.79 -0.76 -0.67
C 2.2642 2.7404 -0.8493 0.29 0.29 0.81
C 1.6026 1.5195 -0.6091 -0.67 -0.25 0.74
C 2.4359 -1.0899 0.5996 -0.78 0.56 0.38
C 3.6581 -1.3665 1.1866 0.25 -0.92 0.97
H 2.4964 -2.4037 4.2812 0.41 -0.05 -0.19
H 0.5260 -2.0102 3.2404 0.29 0.45 -0.11
H -0.2325 0.9906 3.4843 -0.51 0.27 -0.27
H 0.3633 2.2642 2.4212 0.31 0.70 -0.08
H 1.8747 4.1077 2.3238 0.34 0.01 -0.61
H 2.6864 3.0107 -1.8271 0.02 -0.38 0.59
H 1.7265 0.7632 -1.4087 -0.37 0.37 0.57
H 2.4292 -0.8463 -0.4634 -0.04 0.21 0.57
H 4.5731 -1.2149 0.6075 -0.24 -0.35 0.35



88
Properties=species:S:1:pos:R:3:forces:R:3 method="wB97M-V/def2-TZVPD" smiles="COCCNCCOC.COCCNCCOC.NC(N)=O.NC(N)=O.NC(N)=O.NC(N)=O.NC(N)=O" fmax_ev_per_a=3.3 homo_lumo_gap_ev=8.716 lumo_energy_ev=0.393 charge=0
C 3.3825 2.7005 3.2322 0.79 0.54 2.38
O 3.2021 2.6003 2.0564 -0.78 -0.32 -2.84
N 4.5168 3.2950 3.7270 1.64 0.40 0.26
N 2.4779 2.3079 4.1555 -1.69 -0.96 -2.08
H 4.8883 3.0295 4.6310 -0.43 0.04 -0.12
H 5.2753 3.5487 3.0779 -1.07 -0.45 0.27
H 2.5435 2.4552 5.1121 0.35 0.43 1.63
H 1.5452 2.0214 3.7827 0.91 0.15 0.62
C 1.0326 -2.7028 5.6467 0.35 0.27 1.37
O 1.1601 -3.5240 6.5475 -0.33 0.44 -0.93
N 1.7520 -2.6114 4.5160 0.56 -0.70 -2.23
N 0.2651 -1.5545 5.7752 -1.13 -0.57 2.17
H 2.1800 -3.4520 4.1175 -0.30 0.48 0.55
H 1.2566 -2.0498 3.8215 0.73 -0.39 -0.06
H -0.1386 -1.0607 5.0230 0.06 0.28 -1.34
H -0.4724 -1.7351 6.4375 0.06 0.17 0.45
C -3.7814 -2.1310 -0.4002 0.33 0.00 1.41
O -3.8759 -1.9759 0.8199 0.21 -0.07 -0.08
N -2.6985 -2.7745 -0.9258 -1.81 0.69 -0.27
N -4.8415 -1.6368 -1.1612 1.21 -1.04 -1.37
H -2.4774 -2.5405 -1.8749 0.52 -0.28 -0.11
H -2.0110 -2.9522 -0.2023 0.88 0.05 -0.30
H -5.5883 -1.7448 -0.5139 -1.16 0.36 0.09
H -4.9903 -2.1505 -2.0410 -0.06 0.41 0.62
C -0.6378 2.4882 2.3404 -0.18 -0.83 0.34
O -0.3530 1.6238 3.2271 -0.12 1.02 -0.94
N -1.9140 2.9701 2.1973 2.13 0.43 -2.42
N 0.2938 2.8807 1.4371 2.15 -0.82 0.97
H -2.0479 3.6542 1.4206 -0.23 -0.52 1.35
H -2.4545 2.9647 3.0051 -1.17 0.01 1.21
H 0.2399 3.6890 0.8316 -0.50 -0.27 0.21
H 1.2913 2.5684 1.6869 -1.69 0.69 -0.76
C -0.2434 -1.7063 1.4441 0.57 -1.78 -0.69
O -0.3701 -2.6817 0.6591 0.27 1.77 0.93
N -1.2269 -1.2676 2.2648 -1.49 0.46 -0.32
N 0.9550 -1.0854 1.6879 2.13 0.18 -1.02
H -2.2038 -1.4748 1.9438 1.10 0.10 0.42
H -1.0618 -0.3395 2.6605 -0.37 -0.21 -0.07
H 1.8362 -1.2226 1.1053 -2.06 -0.16 0.92
H 0.9795 -0.2600 2.2782 -0.19 -0.08 -0.25
C -2.5597 6.4884 0.2657 -2.63 0.59 1.24
O -2.5447 5.1001 0.2826 -0.02 -1.63 -1.91
C -2.8015 4.5615 -1.0584 -0.56 2.43 -0.50
C -2.9202 3.0994 -1.1064 -0.42 -0.92 -0.84
N -1.6324 2.4487 -1.1235 0.34 -0.74 -0.68
C -1.7371 0.9892 -0.9601 0.51 0.49 0.48
C -0.6156 0.2597 -1.6536 1.40 1.50 0.36
O -0.5152 0.3863 -3.1089 -1.18 -0.42 0.80
C -1.6998 -0.1164 -3.7544 -0.51 -0.23 -0.04
H -2.4922 6.7794 1.3160 -0.07 0.20 -0.06
H -3.5725 6.8847 -0.1338 1.59 -0.48 0.40
H -1.7419 6.9212 -0.2297 1.11 0.55 -1.10
H -2.0396 4.8635 -1.7928 0.43 0.14 0.51
H -3.6984 5.1043 -1.4663 0.28 -0.72 0.60
H -3.5291 2.7498 -1.9656 0.10 0.59 -0.05
H -3.4944 2.7537 -0.3028 -0.73 -0.52 1.66
H -1.3423 2.5139 -2.0911 0.57 0.47 -0.16
H -2.6766 0.6064 -1.3221 -0.81 -0.17 0.25
H -1.5690 0.7580 0.1061 -0.55 -0.13 -0.28
H -0.6800 -0.7560 -1.3026 0.20 -0.79 -0.33
H 0.3016 0.7382 -1.1748 -0.64 -0.80 -1.15
H -1.7107 0.1365 -4.8576 0.43 -0.43 1.35
H -2.6142 0.3185 -3.3193 0.27 0.27 -0.21
H -1.8812 -1.2197 -3.5751 0.73 0.82 -0.46
C 5.0931 -1.2788 0.0423 -0.05 1.17 -0.40
O 3.9252 -1.6994 -0.6339 0.14 0.50 -0.32
C 3.3470 -0.7170 -1.5316 -0.15 -0.72 1.24
C 2.1850 -1.4705 -2.2004 0.36 1.25 0.73
N 2.7130 -2.3807 -3.1712 -0.37 1.27 -0.66
C 1.9268 -2.5978 -4.3674 0.43 -1.13 0.38
C 0.6066 -3.2565 -4.1345 1.13 -2.08 0.24
O 0.8479 -4.6848 -3.9341 -1.31 0.78 0.99
C -0.3719 -5.3180 -3.4840 0.25 -0.61 -2.75
H 5.9284 -0.9871 -0.6256 -0.26 -0.70 -0.06
H 5.3476 -2.0707 0.7215 0.39 -0.33 0.17
H 4.9593 -0.3464 0.6209 -0.49 -0.25 0.09
H 4.0669 -0.3845 -2.2576 0.48 -0.04 -0.54
H 3.1097 0.1619 -0.9072 -0.53 -0.13 -0.25
H 1.5293 -0.7773 -2.7105 0.00 0.37 -0.24
H 1.5733 -1.8573 -1.3670 0.09 -0.51 -0.27
H 3.1094 -3.1830 -2.7658 0.33 -1.18 0.29
H 2.4721 -3.3612 -4.9392 0.08 0.58 -0.39
H 1.7441 -1.6937 -4.9547 0.47 0.13 0.16
H -0.0085 -3.1602 -4.9733 -1.17 0.23 -1.62
H 0.0925 -2.8580 -3.3061 -0.65 0.57 1.36
H -1.0675 -5.4197 -4.3771 0.37 0.55 0.88
H -0.8867 -4.8286 -2.6760 0.07 0.30 0.50
H -0.1614 -6.3633 -3.2893 0.35 0.01 0.60